[1]
{
  "formula": "C12H44N12O10",
  "method": "the ωB97M-V functional and the def2-TZVPD basis",
  "elements": ["C", "C", "H", "C", "H", "H", "H", "H", "N", "N", "H", "H", "C", "H", "H", "H", "H", "O", "N", "N", "H", "C", "N", "N", "H", "O", "O", "H", "H", "O", "H", "H", "N", "O", "N", "H", "C", "C", "H", "O", "H", "H", "C", "H", "N", "H", "N", "H", "H", "C", "H", "N", "H", "N", "H", "H", "H", "O", "H", "C", "O", "H", "H", "H", "H", "O", "H", "H", "O", "H", "H", "H", "H", "C", "H", "H", "C", "H"],
  "xyz": [[12.990721, 9.100975, 15.180341], [12.624022, 8.061845, 10.609862], [14.002408, 7.831087, 12.340455], [15.625222, 11.394078, 8.498039], [14.599357, 10.229286, 15.761544], [12.357105, 8.780032, 9.861877], [6.204858, 9.898587, 8.730526], [17.236930, 7.972445, 6.141308], [10.231050, 8.148371, 8.050034], [6.970969, 9.470871, 10.890347], [15.877036, 12.160529, 7.797703], [15.272969, 10.023266, 6.883503], [8.827451, 9.263635, 14.162971], [16.321429, 7.843875, 10.149892], [9.645514, 8.487553, 8.829792], [14.968140, 5.369107, 15.654644], [9.707019, 9.393976, 16.083727], [13.466198, 6.998446, 9.908315], [12.677745, 7.779262, 14.922327], [7.029443, 10.466454, 8.794285], [8.606404, 8.209261, 15.913338], [13.570116, 8.585626, 11.718291], [16.583920, 5.996180, 12.936469], [13.697237, 7.415318, 5.501784], [10.577554, 7.204148, 8.224550], [12.454556, 6.174147, 6.939565], [16.159167, 6.853656, 10.057398], [12.953006, 9.170287, 12.446803], [11.221170, 6.465758, 10.702386], [8.942674, 10.121652, 10.095746], [9.744623, 7.744749, 5.011733], [14.439214, 8.744727, 8.945547], [9.149619, 8.858059, 15.445392], [8.732410, 9.078198, 6.548915], [14.658916, 5.785915, 6.831485], [9.195453, 10.778304, 12.854887], [13.375534, 10.520862, 7.796052], [13.569129, 6.401739, 6.422937], [11.636531, 7.126317, 12.290755], [16.302422, 7.823874, 6.258214], [17.216169, 6.700285, 12.531325], [10.510661, 8.088928, 11.305588], [14.891589, 10.221064, 7.860148], [15.056747, 11.815887, 9.321456], [10.361607, 7.700765, 5.788840], [11.670445, 7.710522, 14.769884], [15.076692, 5.516404, 14.645561], [7.708883, 10.389289, 8.058870], [13.265152, 11.474865, 7.234532], [7.712354, 10.044461, 9.961477], [15.175224, 6.829502, 10.133682], [14.314688, 9.288368, 15.538214], [13.098158, 6.767735, 9.015328], [9.402952, 10.408332, 13.764050], [12.825698, 7.870470, 5.244349], [5.973496, 9.655092, 10.780973], [13.075719, 10.641488, 8.827815], [12.144949, 10.015104, 15.248650], [15.097757, 4.617427, 14.176795], [11.402721, 7.372578, 11.291840], [16.271398, 7.410074, 14.713963], [15.000151, 8.567745, 15.454561], [14.546763, 7.785902, 5.165389], [14.354859, 9.268951, 11.397637], [16.112918, 8.007018, 7.168341], [15.259318, 9.149614, 8.724479], [15.567011, 6.042597, 6.581275], [12.823019, 9.798216, 7.185014], [7.938006, 8.644078, 13.573756], [7.355307, 9.363849, 11.842766], [14.475012, 5.017424, 7.482799], [11.015743, 6.955734, 5.836672], [16.574286, 11.017534, 8.927073], [16.053598, 6.329192, 14.156222], [10.370485, 10.496641, 14.055675], [16.408908, 5.101771, 12.426180], [9.683754, 8.362562, 6.823682], [13.317498, 6.973437, 14.782168]],
  "atomic_forces_ev_per_a": [[1.30, 0.00, 1.45], [1.51, -2.27, 1.42], [0.25, -0.93, -0.04], [0.73, -0.40, 0.18], [-0.09, -0.20, -0.13], [-0.30, 0.50, -0.22], [-0.23, -0.03, -0.90], [0.43, 0.12, -0.01], [-0.71, -0.18, 1.68], [-1.95, -0.05, 1.33], [0.00, 0.70, -0.49], [0.30, -0.17, -0.82], [-1.91, -0.98, 1.42], [-0.20, -1.89, -0.37], [0.53, 0.11, -0.54], [0.41, 0.66, -0.61], [0.36, 0.49, -0.41], [-1.31, 0.87, -0.44], [-0.96, 0.42, -0.30], [1.04, -0.25, 2.17], [-1.40, -1.51, 0.25], [-1.45, 1.70, 0.01], [0.33, -0.38, 0.19], [-1.75, -0.65, 0.23], [0.11, 0.48, -0.40], [0.38, -0.40, -0.23], [0.13, 1.80, 0.46], [0.31, -0.24, -0.66], [-0.48, 0.19, 0.30], [-0.43, 0.28, -0.38], [-0.03, -0.21, -0.93], [-0.89, -1.28, 0.60], [1.73, 1.11, -0.63], [0.17, 0.15, 0.54], [-0.75, -2.37, 1.39], [-0.07, -0.34, -0.38], [1.33, 0.22, -1.06], [-1.26, 2.11, -0.22], [0.31, -0.45, 1.10], [0.42, -0.21, -1.23], [-0.77, -0.87, 0.13], [1.05, -1.09, -0.15], [-0.09, 1.62, 0.93], [-0.17, 0.07, 0.08], [-1.47, 1.61, -0.03], [0.59, -0.58, -0.06], [-0.62, -2.26, 0.20], [-0.20, -0.14, -0.95], [0.02, -0.39, 0.63], [1.65, 0.47, -1.26], [0.48, -0.11, -0.17], [-1.65, 0.90, -0.30], [0.05, 0.28, 0.94], [1.16, 0.44, -0.09], [0.42, -0.11, 0.19], [0.44, -0.34, 0.58], [-0.75, 0.01, 0.07], [0.70, -1.21, -0.59], [-0.42, -0.03, 0.18], [-0.56, 1.61, -2.15], [0.63, -0.81, -0.42], [0.44, -0.39, -0.20], [0.92, 0.04, -0.11], [0.07, -0.12, -0.34], [-0.27, 0.40, 1.39], [0.01, -0.21, -0.75], [1.28, 0.40, -0.48], [-0.08, -0.21, 0.67], [0.36, 0.49, -0.52], [-0.27, -0.28, -0.47], [0.42, 0.66, -0.45], [0.35, -0.65, 0.89], [-0.41, 0.22, -0.28], [0.15, 1.95, -0.40], [0.04, 0.33, 0.19], [0.25, 1.59, 0.78], [0.99, -1.08, -1.14], [-0.65, 1.27, 0.15]],
  "smiles": "NC(N)=O.NC(N)=O.NC(N)=O.NC(N)=O.NC(N)=O.NC(N)=O.CC(C)O.CC(C)O.O.O",
  "lumo_ev": 0.26,
  "relative_energy_kcal_mol": 0.0,
  "total_charge": 0,
  "orbital_gap_ev": 9.774,
  "total_energy_ev": -51520.842
}

[2]
{
  "formula": "C12H44O10",
  "method": "the ωB97M-V functional and the def2-TZVPD basis",
  "elements": ["H", "H", "H", "C", "H", "H", "H", "H", "O", "H", "H", "H", "H", "C", "O", "C", "H", "O", "C", "H", "H", "C", "C", "H", "H", "H", "O", "H", "O", "H", "H", "H", "C", "H", "H", "C", "H", "H", "H", "H", "H", "H", "H", "H", "H", "H", "H", "O", "C", "H", "H", "H", "H", "H", "O", "C", "H", "O", "O", "H", "C", "H", "C", "H", "H", "O"],
  "xyz": [[-2.946264, 1.437122, -1.202402], [-2.333094, -1.374618, 0.074308], [-2.359464, 2.730662, -1.236502], [-1.274964, 2.632762, -1.285312], [4.098536, 3.901382, -1.452592], [0.524596, -3.122868, -1.844932], [3.621576, 3.088562, 0.375948], [-1.690514, 1.433732, 0.586678], [0.499766, 1.437282, 2.361228], [-0.795224, -3.130558, -2.970852], [1.893006, -2.683438, 0.810728], [1.454896, -0.101348, 1.232418], [3.090926, 1.488272, 0.144608], [0.003086, -2.503158, -2.574372], [-0.850324, 2.922262, -2.674712], [-3.065044, 0.683382, -0.424032], [-1.481564, -2.094788, 2.296278], [-0.732194, 1.378192, 0.597798], [2.761966, 3.479072, -0.168722], [3.800406, 0.779262, 1.580298], [0.122826, 1.310422, 1.487498], [1.003036, -0.199968, 0.245408], [3.861616, 0.800312, 0.492228], [-2.880634, -0.387018, 2.292128], [-4.106094, 0.379082, -0.315802], [-3.619054, -2.013658, 2.263348], [-1.793314, -1.820038, 1.430878], [1.284266, -1.191958, -0.108092], [1.554286, -4.259138, -0.365062], [-2.455814, -3.522758, 0.065868], [0.606886, 0.450802, 4.146508], [1.985646, -4.674658, 0.385178], [-1.933114, -3.075638, -0.779672], [-0.839934, -0.136198, -0.843302], [-2.462864, -0.177178, -0.715452], [-0.502664, 0.051212, 0.176118], [-3.137694, 2.060702, 0.917408], [1.843196, -2.183738, -0.910852], [0.662216, -2.431288, -3.439522], [-3.624164, -1.012918, 0.780218], [-2.329334, -3.493548, -1.705122], [-1.025034, -0.616128, 0.861608], [-0.737644, 3.158562, -0.496062], [0.119046, -0.574848, 2.783328], [1.585006, 2.021992, 0.802098], [2.555006, 4.481662, 0.205568], [-1.022414, 0.607842, 3.445348], [3.165436, 3.683352, -1.510822], [-3.071214, -1.270908, 1.683428], [4.812476, 1.226432, 0.172238], [0.643706, 3.070542, -0.210182], [1.683496, 1.732562, -0.935422], [-0.863854, -3.263468, -0.682172], [3.647576, -0.306818, -0.983002], [3.582226, -0.480798, -0.041162], [1.575216, 2.505632, -0.174682], [-1.011244, 1.590682, -1.104682], [-2.632094, 1.252202, 0.806488], [-0.479554, -1.276368, -2.057882], [0.092046, 3.105252, -2.668142], [0.027796, 0.418072, 3.223628], [-1.191334, -1.380518, -1.422172], [1.409426, -2.837218, -0.153952], [1.446576, 0.530222, -0.431492], [0.362606, -2.564638, -0.019922], [-2.132634, -1.667308, -0.817732]],
  "atomic_forces_ev_per_a": [[-0.90, -1.05, 0.17], [0.50, -0.87, -1.03], [0.53, 1.15, -0.24], [1.15, 0.04, -2.96], [0.04, 0.17, -0.46], [-0.28, 0.13, -0.80], [-0.20, 0.22, 0.29], [3.58, 1.96, 0.06], [2.81, -0.17, 5.63], [-0.28, -0.03, -0.11], [0.14, 0.68, -0.09], [-0.20, 0.12, -0.23], [1.00, -1.02, 0.45], [-0.37, -0.33, -0.94], [-0.90, 0.53, 1.32], [-2.14, 0.12, -1.54], [0.38, -0.14, 0.07], [8.34, -1.12, -2.30], [-0.31, 0.46, -0.47], [0.13, -0.17, -0.01], [-0.92, 0.64, -0.21], [-0.35, -0.90, -0.98], [-0.60, 0.41, 0.10], [-0.70, 0.03, -0.08], [-0.11, 0.09, -0.23], [-0.48, 0.19, -0.11], [-0.50, -2.63, 2.81], [-0.73, 2.57, 0.44], [-0.36, 0.07, -0.86], [-0.05, 0.10, -0.16], [-0.13, -0.10, 0.10], [0.02, 0.29, -0.03], [-0.61, -1.13, 0.11], [1.08, 1.53, 0.94], [-1.07, 2.33, 0.11], [2.05, 0.14, 0.82], [-0.32, 0.33, 0.39], [0.44, -1.16, -0.19], [0.26, 0.83, 0.06], [0.08, -0.38, 0.50], [0.14, 0.00, 0.16], [1.15, 1.36, -0.88], [-0.95, 0.65, -0.81], [0.16, -0.29, -0.06], [-0.14, 0.35, -0.38], [-0.52, -0.14, 0.61], [-0.37, -0.19, 0.30], [0.62, -0.15, -0.78], [-0.79, -0.20, 2.55], [0.42, -0.32, 0.06], [0.96, -0.30, -0.31], [-0.10, 1.46, -0.44], [-0.84, -0.48, -0.01], [-0.11, -0.56, -0.29], [1.32, -0.09, -0.17], [0.82, 2.62, 1.18], [-0.30, 1.02, -1.17], [-13.62, -1.02, 1.82], [5.37, -0.48, -4.94], [0.16, -0.03, 0.15], [0.42, 1.30, -0.48], [0.69, -0.21, -0.74], [0.95, -2.25, 2.07], [-0.32, -1.82, 0.67], [0.37, -0.25, -0.01], [-5.56, -3.93, 1.56]],
  "lumo_ev": 0.10,
  "relative_energy_kcal_mol": 487.2,
  "total_charge": 0,
  "orbital_gap_ev": 8.290,
  "total_energy_ev": -33612.430
}

[3]
{
  "formula": "C12H44O11",
  "method": "the ωB97M-V functional and the def2-TZVPD basis",
  "elements": ["H", "H", "H", "O", "H", "H", "H", "C", "C", "H", "H", "O", "C", "H", "H", "C", "H", "O", "C", "O", "O", "H", "H", "H", "H", "C", "H", "H", "H", "C", "H", "H", "H", "H", "H", "H", "H", "H", "C", "H", "H", "H", "H", "H", "H", "H", "O", "H", "C", "O", "H", "H", "H", "H", "C", "O", "C", "H", "C", "O", "O", "H", "O", "H", "H", "H", "H"],
  "xyz": [[-20.723747, 17.502531, 3.560256], [-19.946533, 21.142648, -1.146662], [-15.483927, 19.951287, 4.720976], [-18.038676, 19.839475, 6.786249], [-15.208072, 24.459507, 0.911899], [-20.919922, 19.985887, 3.265333], [-19.217308, 20.441502, 3.721013], [-18.169598, 21.234211, 6.402184], [-17.873281, 21.530899, 0.422554], [-16.711022, 19.075112, 3.826985], [-22.971555, 23.693978, 6.650538], [-14.783692, 18.821940, 3.142296], [-20.142783, 21.794061, -0.295047], [-19.809206, 16.065666, 6.185255], [-21.066962, 17.108882, -0.261378], [-17.800321, 16.050833, 5.838034], [-20.888653, 22.493640, -0.672359], [-19.026461, 16.566347, 6.426558], [-16.411488, 22.247638, 0.483429], [-19.885043, 18.862866, 4.610708], [-21.269124, 16.940302, 3.010091], [-22.546479, 19.138887, 0.667352], [-17.892643, 16.143200, 4.755889], [-22.448907, 22.019009, 6.363221], [-22.412512, 22.056035, 2.724212], [-15.106141, 23.703265, 1.690232], [-16.974945, 16.717976, 6.086609], [-17.809455, 20.719691, -0.302692], [-20.504830, 20.931550, 4.700515], [-22.148340, 22.988181, 6.761292], [-22.209699, 22.847201, 4.264931], [-14.239903, 23.048132, 1.597847], [-19.430989, 24.137911, 4.792562], [-18.182310, 23.302586, 2.429908], [-24.481086, 22.735113, 3.786173], [-22.055755, 23.824588, 2.778787], [-19.139673, 21.689045, 6.602620], [-14.935805, 24.227039, 2.630836], [-21.060509, 18.193584, -0.154298], [-17.756165, 24.087165, 4.583215], [-17.981574, 21.307918, 5.331049], [-15.673514, 18.202264, 4.912490], [-21.253568, 23.321049, 6.235274], [-14.617105, 17.947034, 2.784005], [-19.205602, 18.831952, 5.288215], [-18.766310, 25.266949, 3.614674], [-16.313394, 23.044113, 1.650515], [-20.622647, 21.293700, 0.546072], [-22.581887, 22.995041, 3.251169], [-21.755056, 22.964488, 8.125735], [-22.533680, 23.157142, 8.653194], [-17.567387, 21.851316, 7.068988], [-21.475527, 18.513834, -1.109963], [-18.133027, 21.119556, 1.397960], [-20.192271, 20.100058, 4.068821], [-21.956797, 18.465936, 1.015245], [-18.672760, 24.259015, 4.018928], [-17.317248, 15.099406, 6.060593], [-15.685362, 19.019909, 4.191779], [-18.849019, 23.220940, 3.115802], [-18.947190, 22.402335, 0.046327], [-15.624991, 21.494980, 0.428284], [-23.977711, 23.364090, 3.264053], [-16.300852, 22.785173, -0.458335], [-20.087025, 18.622088, 0.084068], [-21.600552, 17.522353, 2.326274], [-18.530900, 19.666844, 7.592172]],
  "atomic_forces_ev_per_a": [[0.33, 0.27, 0.47], [-0.24, -0.69, 0.06], [0.36, -0.04, -0.22], [-0.23, 0.68, -0.68], [1.02, 0.22, -0.25], [0.18, -0.16, -0.03], [-0.26, 0.71, -1.00], [-0.27, -0.29, 1.00], [0.82, 0.76, 0.14], [-0.22, 0.07, -0.12], [0.08, 0.09, -0.47], [1.13, 1.10, -0.82], [-0.27, -0.49, -0.52], [0.23, -0.29, -0.35], [0.59, 0.00, 0.31], [-0.08, 1.31, -0.90], [0.39, 0.58, 0.19], [1.50, -0.56, 0.50], [-2.72, -0.93, -0.29], [-1.36, -1.65, 0.50], [0.04, -0.87, 0.28], [-0.32, 0.09, 0.47], [-0.01, -0.28, -0.17], [-0.02, -0.23, 0.19], [0.01, 0.06, -0.30], [0.69, 1.32, 0.01], [-0.44, 0.57, 0.33], [0.13, -0.18, -0.13], [-0.47, -0.40, 0.73], [0.33, 0.43, 0.35], [0.10, 0.19, -0.03], [0.02, -0.17, -0.51], [-0.36, 0.16, -0.08], [0.25, -0.07, -0.21], [0.12, -0.12, 0.02], [0.05, -0.25, 0.00], [-0.61, -0.62, -0.22], [-0.54, -0.07, 0.18], [-0.97, -0.72, 1.29], [0.51, 0.58, -0.11], [0.40, 0.17, 0.30], [0.15, 0.02, 0.17], [-0.26, 0.10, -0.34], [-0.67, -0.17, 0.69], [0.20, 0.54, 0.32], [0.23, 0.02, -0.17], [-1.13, -1.44, -0.05], [0.14, -0.46, 0.13], [-0.76, 0.12, 0.30], [-0.16, -0.30, 0.23], [0.08, -0.12, 0.14], [0.84, 0.00, -0.53], [-0.04, 0.68, 0.25], [0.29, -0.21, 0.21], [1.70, 0.95, -0.55], [0.63, 0.57, -2.54], [-0.12, -0.33, 1.36], [-1.22, -0.66, 0.59], [-0.80, -0.91, 0.28], [-0.58, -0.40, -0.67], [1.55, 1.37, 0.28], [-0.06, -0.37, 0.49], [0.53, -0.01, -0.13], [-0.09, 0.74, 0.07], [-0.05, -0.20, -0.34], [-0.23, 0.12, -0.14], [-0.08, 0.09, 0.07]],
  "smiles": "COCCOC.CO.CO.CO.CO.CO.CO.CO.CO.O",
  "lumo_ev": 0.52,
  "total_charge": 0,
  "orbital_gap_ev": 10.210,
  "total_energy_ev": -35673.931
}